[1]
18
Properties=species:S:1:pos:R:3 method="wB97M-V/def2-TZVPD" smiles="C=N/C=C/CC.O" multiplicity=1
C 0.741 1.238 -1.724
C -0.581 1.336 -0.954
C -0.465 0.718 0.406
C -1.405 -0.023 0.971
N -1.387 -0.571 2.269
C -0.303 -0.974 2.772
H 1.502 1.892 -1.302
H 0.595 1.458 -2.784
H 1.084 0.200 -1.696
H -1.414 0.948 -1.541
H -0.836 2.397 -0.815
H 0.460 0.967 0.920
H -2.335 -0.209 0.445
H -0.304 -1.361 3.788
H 0.657 -0.981 2.249
H 1.724 -2.329 -0.319
H 0.826 -2.686 -1.501
O 1.440 -2.020 -1.185

=====

[2]
18
Properties=species:S:1:pos:R:3 method="wB97M-V/def2-TZVPD" smiles="CCN(C)C(C)=O" multiplicity=1
C -1.848 0.761 -0.374
C -1.308 -0.770 0.139
N 0.112 -0.753 0.423
C 0.269 0.323 1.376
C 0.947 -0.878 -0.686
O 0.647 -1.592 -1.626
C 2.222 -0.057 -0.692
H -2.925 0.781 -0.227
H -1.584 0.804 -1.428
H -1.575 1.810 -0.043
H -1.467 -1.554 -0.622
H -1.828 -1.091 1.057
H -0.175 0.034 2.333
H 1.298 0.635 1.518
H -0.386 1.092 0.959
H 2.709 -0.196 -1.657
H 2.906 -0.353 0.109
H 1.987 1.005 -0.559

=====

[3]
18
Properties=species:S:1:pos:R:3 method="wB97M-V/def2-TZVPD" multiplicity=1
C -1.129 0.939 -1.343
C -0.489 1.229 0.002
N 0.521 0.157 0.251
C 1.390 -0.579 -0.713
C 0.611 -0.289 1.675
C -0.495 -1.335 0.929
O -0.701 -2.328 1.592
H -2.168 0.643 -1.141
H -0.545 0.319 -2.012
H -1.421 1.731 -2.041
H -1.260 1.259 0.772
H 0.211 2.041 0.244
H 0.816 -0.861 -1.586
H 1.765 -1.346 -0.045
H 2.241 0.091 -0.869
H 1.541 -0.810 1.850
H 0.213 0.390 2.415
H -1.101 -1.253 0.022

=====

[4]
18
Properties=species:S:1:pos:R:3 method="wB97M-V/def2-TZVPD" smiles="CNC(C)=O.C=C" multiplicity=1
C 0.255 1.950 -0.528
C 0.775 0.702 0.196
C 1.744 -1.457 0.045
C -1.946 -1.175 -0.432
C -2.558 -0.069 0.093
H 0.907 2.339 -1.291
H 0.356 2.842 0.213
H -0.763 1.947 -0.857
H 2.036 0.016 -1.493
H 1.354 -1.319 1.083
H 1.252 -2.463 -0.107
H 2.887 -1.805 0.162
H -2.708 -1.870 -0.855
H -0.883 -1.520 -0.196
H -3.704 0.056 0.016
H -2.154 0.698 0.928
N 1.387 -0.308 -0.581
O 0.263 0.441 1.278

=====

[5]
18
Properties=species:S:1:pos:R:3 method="wB97M-V/def2-TZVPD" smiles="C=CCCNCO" multiplicity=1
C 0.087 -1.061 0.204
C -0.684 -0.744 -1.107
C -1.112 0.675 -1.269
C -2.300 1.027 -1.754
N 1.190 -0.117 0.392
C 1.455 0.104 1.798
O 2.672 0.735 2.081
H -0.663 -1.018 0.979
H 0.483 -2.063 0.024
H -1.483 -1.480 -1.163
H -0.123 -0.940 -2.039
H -0.344 1.432 -1.155
H -2.654 2.000 -2.071
H -3.120 0.314 -1.718
H 2.049 -0.403 -0.058
H 1.359 -0.867 2.307
H 0.664 0.763 2.219
H 2.523 1.642 2.330

=====

[6]
18
Properties=species:S:1:pos:R:3 method="wB97M-V/def2-TZVPD" multiplicity=1
C 2.413 -0.323 -0.108
N 1.260 -0.088 -0.969
C 0.376 0.779 -0.200
O 0.702 1.802 0.381
C -0.931 0.182 -0.061
C -1.060 -1.348 -0.042
C -1.938 0.908 0.790
H 2.896 0.614 0.191
H 3.115 -0.985 -0.616
H 2.063 -0.820 0.805
H 1.566 0.329 -1.845
H -0.660 0.907 -1.230
H -1.818 -1.717 0.675
H -0.108 -1.839 0.192
H -1.344 -1.682 -1.031
H -2.948 0.504 0.651
H -1.688 0.808 1.857
H -1.897 1.969 0.561

=====

[7]
18
Properties=species:S:1:pos:R:3 method="wB97M-V/def2-TZVPD" smiles="CCCNCC=O" multiplicity=1
C 0.333 -1.423 0.404
C 1.492 -2.303 -0.094
C 0.850 -0.259 1.260
N 0.744 1.004 0.469
C -0.678 1.483 0.343
C -1.071 1.243 -1.139
O -2.112 0.800 -1.530
H -0.374 -2.040 0.968
H -0.290 -1.122 -0.434
H 1.130 -3.332 -0.224
H 2.378 -2.258 0.524
H 1.773 -2.151 -1.142
H 1.917 -0.343 1.448
H 0.311 -0.164 2.207
H 1.197 1.761 0.938
H -0.661 2.537 0.615
H -1.329 0.951 1.037
H -0.212 1.415 -1.821

=====

[8]
18
Properties=species:S:1:pos:R:3 method="wB97M-V/def2-TZVPD" smiles="CN=C=O.CCC" multiplicity=1
C -2.887 -0.281 0.619
N -1.680 0.434 0.954
C -0.743 0.160 1.660
O 0.218 -0.008 2.316
C 0.843 0.299 -1.001
C 1.833 1.220 -0.291
C 1.182 -1.169 -0.740
H -2.740 -0.891 -0.278
H -3.682 0.440 0.424
H -3.177 -0.930 1.448
H -0.180 0.522 -0.692
H 0.867 0.495 -2.080
H 1.898 0.987 0.779
H 1.563 2.277 -0.386
H 2.832 1.082 -0.718
H 2.141 -1.413 -1.210
H 1.286 -1.368 0.334
H 0.426 -1.856 -1.140

=====

[9]
18
Properties=species:S:1:pos:R:3 method="wB97M-V/def2-TZVPD" smiles="[H]/N=C(/C)C=C.CO" multiplicity=1
C -3.096 -0.384 -0.891
O -1.941 0.417 -0.803
H -2.201 1.331 -0.647
H -2.754 -1.402 -1.067
H -3.738 -0.074 -1.721
H -3.674 -0.358 0.038
C 0.575 -1.028 0.965
C 1.711 -0.071 1.133
C 2.129 0.724 -0.031
C 1.440 0.861 -1.156
N 2.261 0.003 2.271
H 3.033 0.667 2.330
H 3.073 1.247 0.093
H 0.829 -1.773 0.213
H -0.317 -0.503 0.631
H 0.380 -1.521 1.913
H 0.486 0.386 -1.310
H 1.803 1.478 -1.963

=====

[10]
18
Properties=species:S:1:pos:R:3 method="wB97M-V/def2-TZVPD" multiplicity=1
C -0.650 -0.935 0.272
C 1.334 1.361 -0.318
C 2.665 -0.291 0.950
C -2.945 -0.607 -0.755
C 1.797 0.058 -0.249
N -1.730 -0.231 0.043
O -1.950 0.892 0.799
H -0.688 -1.733 -0.355
H 0.755 1.694 -1.175
H 1.567 1.990 0.552
H -1.234 1.628 0.573
H 2.140 -0.202 1.912
H 3.167 -1.340 0.942
H 3.448 0.377 0.867
H -3.355 0.331 -0.956
H -2.606 -0.955 -1.843
H -3.502 -1.333 -0.251
H 1.787 -0.704 -1.008

=====

Number 1: HOMO-LUMO gap 0.3483 Eh. Number 2: HOMO-LUMO gap 0.3750 Eh. Number 3: HOMO-LUMO gap 0.2868 Eh. Number 4: HOMO-LUMO gap 0.3829 Eh. Number 5: HOMO-LUMO gap 0.3559 Eh. Number 6: HOMO-LUMO gap 0.3678 Eh. Number 7: HOMO-LUMO gap 0.3803 Eh. Number 8: HOMO-LUMO gap 0.4030 Eh. Number 9: HOMO-LUMO gap 0.3780 Eh. Number 10: HOMO-LUMO gap 0.3131 Eh.